DFT (ωB97M-V/def2-TZVPD) results for C14H36N2NbS2 as an isolated structure at a distorted geometry.

Positions of all 55 atoms, in Å:
C1 3.6593 -3.9182 1.9133
C2 4.1555 -2.8396 0.9017
N1 3.1829 -2.6307 -0.1753
C3 3.4447 -1.3618 -0.8845
C4 2.8528 -0.1906 -0.0051
C5 3.1552 -3.7438 -1.0704
S1 4.1973 -3.9530 -2.3546
S2 1.8866 -5.0364 -0.8471
C6 0.2687 -4.0954 -0.7605
C7 -0.3143 -4.2785 0.6856
C8 -1.0737 -3.0279 1.2670
Nb1 -2.3294 -1.8447 -0.2143
H1 2.5627 -3.8503 2.0369
H2 4.1178 -3.7615 2.9070
H3 3.8703 -4.9452 1.5702
H4 4.3159 -1.9181 1.4899
H5 5.1535 -3.1243 0.5076
H6 4.5235 -1.1599 -1.0124
H7 2.8877 -1.3594 -1.8313
H8 3.5921 0.5898 0.2282
H9 1.9316 0.1957 -0.4662
H10 2.5411 -0.6464 0.9542
H11 0.5270 -3.0559 -1.0055
H12 -0.4361 -4.5359 -1.4825
H13 -0.9107 -5.2055 0.7183
H14 0.5588 -4.4564 1.3471
H15 -1.7868 -3.4245 2.0258
H16 -0.3544 -2.3729 1.7947
H17 -3.8568 -2.4589 0.6060
H18 -2.3723 -3.2186 -1.4403
H19 -0.8182 -1.2193 -1.0754
H20 -2.2936 -0.4422 0.9906
H21 -3.2738 -0.7196 -1.3047
C9 -2.3618 6.4668 -0.2482
C10 -1.4478 5.2582 -0.0947
N2 -2.0989 4.1152 0.5168
C11 -1.1684 3.0670 0.9182
C12 -0.3860 2.3512 -0.1821
C13 -3.3168 3.6528 -0.1320
C14 -3.2309 3.2346 -1.6020
H22 -2.8056 6.7477 0.7090
H23 -1.7874 7.3198 -0.6167
H24 -3.1652 6.2831 -0.9638
H25 -0.6113 5.5611 0.5428
H26 -1.0187 5.0130 -1.0769
H27 -1.7074 2.3212 1.5085
H28 -0.4476 3.5102 1.6155
H29 -1.0137 1.6497 -0.7287
H30 0.4226 1.7683 0.2657
H31 0.0696 3.0458 -0.8917
H32 -4.0685 4.4452 -0.0483
H33 -3.7350 2.8242 0.4457
H34 -2.6518 3.9392 -2.2034
H35 -4.2360 3.1937 -2.0302
H36 -2.7983 2.2419 -1.7174

Output
charge = -1
highest occupied orbital energy = -5.10 eV
frontier orbital gap = 7.09 eV
DFT total energy = -1517.57460 a.u.

---

DFT (ωB97M-V/def2-TZVPD) results for C14H36N3O13Sr as an isolated structure at a distorted geometry.

Positions of all 67 atoms, in Å:
Sr1 1.8211 -0.5821 -1.0758
N1 -0.8836 0.8137 -0.8596
O1 -0.1115 0.7916 0.1470
O2 -1.7491 1.6517 -0.9809
O3 -0.6660 -0.1212 -1.6693
C1 -1.7898 2.2360 -4.1824
N2 -1.9330 1.0924 -5.1287
O4 -2.3070 0.0539 -4.6349
O5 -1.6273 1.2598 -6.2826
H1 -2.7528 2.5613 -3.7992
H2 -1.3699 3.1219 -4.6514
H3 -1.1464 1.8415 -3.4032
C2 1.1671 4.3824 -1.1707
N3 0.7193 5.4746 -2.0567
O6 1.2432 6.5646 -2.0114
O7 -0.3367 5.2537 -2.6518
H4 2.2101 4.1387 -1.3784
H5 0.5256 3.5154 -1.2273
H6 1.1739 4.8041 -0.1666
C3 -4.9144 1.0739 3.3300
O8 -3.5040 1.0755 3.2224
C4 -2.9741 0.1946 2.2717
C5 -2.9668 -1.2649 2.7291
O9 -2.1252 -1.4548 3.8716
C6 -2.7069 -1.1305 5.1179
H7 -5.3935 0.9518 2.3575
H8 -5.1945 1.9605 3.8927
H9 -5.2418 0.2395 3.9688
H10 -1.9458 0.5305 2.1380
H11 -3.5063 0.2499 1.3141
H12 -2.4998 -1.9432 2.0223
H13 -3.9590 -1.6643 2.9662
H14 -2.8622 -0.0573 5.2406
H15 -1.9900 -1.4058 5.8956
H16 -3.6029 -1.7406 5.2707
C7 3.4322 -2.3698 1.6280
O10 2.6404 -1.2671 1.1808
C8 2.7127 -0.1300 2.0413
C9 3.6795 0.9692 1.5510
O11 3.5586 1.1529 0.1834
C10 4.5773 1.9625 -0.4236
H17 3.0981 -2.7044 2.6110
H18 4.4973 -2.1482 1.6963
H19 3.2550 -3.1734 0.9160
H20 3.2097 -0.3418 2.9898
H21 1.7405 0.3367 2.2118
H22 4.6558 0.5171 1.8012
H23 3.5378 1.9037 2.1019
H24 4.7479 2.8718 0.1510
H25 4.3434 2.1357 -1.4673
H26 5.5017 1.3813 -0.3509
C11 0.5798 -1.9410 -4.3315
O12 1.0150 -2.2192 -3.0049
C12 0.1828 -3.2649 -2.4872
C13 0.4629 -3.6707 -1.0592
O13 0.4283 -2.5151 -0.2414
C14 -0.0577 -2.6958 1.0954
H27 -0.3818 -1.4194 -4.3387
H28 0.5569 -2.7675 -5.0409
H29 1.2644 -1.1978 -4.7545
H30 0.3503 -4.1599 -3.0967
H31 -0.8735 -2.9933 -2.5500
H32 1.4097 -4.1789 -0.8498
H33 -0.3962 -4.3144 -0.8389
H34 0.5233 -3.4707 1.6040
H35 -1.1028 -2.9784 0.9825
H36 0.0506 -1.7780 1.6647

Output
charge = +1
highest occupied orbital energy = -11.07 eV
frontier orbital gap = 7.44 eV
DFT total energy = -1727.57117 a.u.